# 1
172
Properties=species:S:1:pos:R:3:mulliken_charge:R:1 method="wB97M-V/def2-TZVPD" orbital_gap_ev=8.77 total_energy_ha=-4409.467007 charge=-1 e_above_lowest_kcal_mol=0.00
Cl -7.98 14.72 -3.38 -0.6349
O -6.89 15.50 -2.80 0.2550
O -8.50 15.41 -4.52 0.0483
O -7.41 13.47 -3.83 -0.1731
O -8.92 14.43 -2.39 0.5283
C -6.35 12.91 -0.09 1.1484
C -5.98 12.27 1.31 -0.8155
O -4.73 11.68 1.15 -0.5368
H -6.23 12.13 -0.84 -0.7356
H -5.53 13.56 -0.40 0.2850
H -7.23 13.55 -0.07 -0.3708
H -6.75 11.64 1.77 0.3394
H -5.93 13.09 2.02 0.4454
H -4.24 12.00 1.92 0.3291
C -8.08 10.03 -0.76 -0.0588
C -9.28 9.08 -0.75 -0.4960
O -8.84 7.85 -0.23 -0.5459
H -7.41 9.47 -1.41 0.1721
H -7.71 10.38 0.20 0.1109
H -8.34 10.92 -1.33 -0.1164
H -9.68 8.96 -1.76 0.1882
H -10.11 9.51 -0.19 0.4160
H -9.57 7.32 0.10 0.3015
C -3.78 11.56 -3.55 -0.8613
C -4.68 10.45 -3.09 0.4047
O -4.17 10.07 -1.84 -0.6229
H -3.62 12.32 -2.78 0.3121
H -4.22 12.12 -4.37 0.0867
H -2.75 11.41 -3.87 0.3906
H -4.54 9.58 -3.74 0.1974
H -5.73 10.69 -2.91 -0.2046
H -4.45 10.71 -1.19 0.2883
C -4.43 17.01 -0.41 0.4240
O -3.49 17.33 0.28 -0.7758
N -5.62 16.55 0.00 0.6685
N -4.44 17.18 -1.69 -0.1092
H -6.26 16.19 -0.70 -0.4170
H -5.83 16.43 0.98 0.0042
H -3.51 17.34 -2.07 0.1901
H -5.21 16.86 -2.26 -0.0062
C -7.56 16.21 2.75 0.6267
O -6.41 15.81 2.79 -0.7483
N -8.54 15.73 3.50 -0.3174
N -7.97 17.17 1.98 -0.1743
H -8.31 15.16 4.30 0.2398
H -9.41 16.22 3.36 0.1568
H -7.31 17.63 1.36 0.0903
H -8.95 17.25 1.77 0.0710
C -10.37 13.34 0.83 0.4880
O -10.40 12.28 1.39 -0.7472
N -11.20 13.75 -0.12 -0.2747
N -9.47 14.20 1.04 0.2025
H -11.85 13.12 -0.56 0.1858
H -11.16 14.70 -0.46 0.2226
H -8.96 14.01 1.89 0.0402
H -9.47 15.09 0.56 -0.2964
C -8.86 18.93 -5.12 0.2175
O -9.15 19.89 -5.74 -0.7265
N -9.75 18.36 -4.38 0.1969
N -7.63 18.43 -5.09 0.1593
H -9.80 17.51 -3.84 -0.2719
H -10.62 18.83 -4.53 0.2656
H -7.45 17.61 -4.54 -0.2377
H -6.89 19.03 -5.43 0.2019
C -11.08 11.62 -3.99 0.3687
O -11.84 10.76 -4.36 -0.7987
N -10.82 11.84 -2.73 0.5453
N -10.28 12.26 -4.80 1.0741
H -10.10 12.54 -2.58 -0.6781
H -11.28 11.54 -1.88 0.1911
H -9.47 12.80 -4.52 -0.7821
H -10.40 12.24 -5.80 0.0989
C -7.15 20.10 -0.31 0.5682
O -8.13 19.67 0.27 -0.7831
N -6.60 21.26 -0.07 -0.4461
N -6.64 19.55 -1.37 -0.0759
H -6.97 21.68 0.77 0.2771
H -5.89 21.68 -0.65 0.1648
H -7.01 18.65 -1.63 -0.2361
H -5.74 19.72 -1.78 0.2941
C -9.67 13.27 -8.06 0.5459
O -10.29 12.50 -7.36 -0.8293
N -8.46 13.70 -7.75 0.2019
N -10.12 13.70 -9.14 -0.2934
H -8.15 13.33 -6.86 -0.3674
H -7.77 14.22 -8.28 0.1263
H -11.06 13.47 -9.41 0.2752
H -9.58 14.43 -9.59 0.1559
C -10.54 17.19 -0.85 0.3499
O -11.09 16.18 -1.13 -0.9023
N -9.32 17.56 -1.06 1.0530
N -11.13 18.07 -0.12 -0.3197
H -8.77 16.86 -1.51 -0.6593
H -8.99 18.32 -0.48 -0.0660
H -10.70 18.94 0.16 0.1150
H -12.10 18.00 0.15 0.2590
C -12.16 15.58 -4.75 0.8401
O -12.50 16.69 -5.02 -0.7507
N -12.03 15.12 -3.60 -0.1933
N -11.88 14.66 -5.64 -0.2779
H -11.89 15.76 -2.83 -0.0247
H -11.72 14.17 -3.45 0.0721
H -11.85 14.95 -6.61 0.0962
H -11.34 13.84 -5.39 0.2774
C -4.31 16.15 -5.47 -0.6270
C -3.83 14.88 -5.99 0.4976
C -4.86 13.94 -6.61 0.1795
O -4.25 12.69 -6.99 -0.4815
C -5.19 11.61 -6.91 -0.5414
N -2.74 15.29 -6.95 -0.8224
H -4.90 16.76 -6.16 -0.2826
H -3.50 16.70 -5.00 0.4991
H -5.05 16.03 -4.67 -0.1696
H -3.36 14.37 -5.15 0.4841
H -5.48 14.41 -7.37 0.2064
H -5.52 13.81 -5.75 -0.2440
H -5.95 11.80 -6.15 0.0864
H -4.69 10.67 -6.69 0.2656
H -5.67 11.57 -7.89 0.3827
H -2.92 16.21 -7.33 0.2014
H -2.77 14.60 -7.68 0.3529
C -4.50 19.95 -9.39 -1.6288
C -4.50 18.72 -8.43 0.7700
C -5.06 17.43 -8.93 -0.1633
O -6.34 17.73 -9.47 -0.5757
C -7.37 17.76 -8.48 -0.1535
N -3.16 18.44 -7.94 -0.5212
H -5.43 20.06 -9.94 0.3486
H -3.82 19.88 -10.24 0.3557
H -4.34 20.85 -8.79 0.4533
H -5.06 19.05 -7.55 -0.2107
H -5.01 16.60 -8.24 -0.3431
H -4.46 17.07 -9.77 0.4844
H -8.29 17.77 -9.07 0.1166
H -7.41 18.66 -7.88 0.2405
H -7.24 16.92 -7.80 0.0785
H -2.79 18.12 -8.82 0.3302
H -2.78 19.38 -7.89 0.3382
C -6.83 8.11 -6.35 -1.2059
C -8.04 8.26 -5.34 0.6878
C -9.47 8.62 -5.96 -0.3642
O -9.66 7.66 -7.04 -0.4291
C -10.76 7.96 -7.92 -0.7241
N -8.10 7.04 -4.57 -0.7679
H -5.84 7.84 -5.97 0.4391
H -6.78 9.02 -6.94 0.1527
H -6.98 7.42 -7.18 0.3365
H -7.82 9.00 -4.57 -0.0360
H -9.47 9.68 -6.23 0.0152
H -10.22 8.31 -5.23 0.4974
H -10.47 8.84 -8.48 0.2341
H -11.71 8.00 -7.37 0.3069
H -11.01 7.14 -8.59 0.2821
H -8.31 6.31 -5.23 0.3091
H -7.12 6.88 -4.36 0.2685
C -10.99 16.81 -8.12 -1.0455
C -11.02 18.28 -8.08 0.8048
C -11.86 18.84 -9.24 -1.0471
O -11.93 20.27 -9.12 -0.2990
C -12.52 20.76 -10.33 -0.8666
N -11.69 18.77 -6.90 -0.4589
H -10.52 16.44 -9.04 0.3998
H -12.03 16.49 -8.15 0.6551
H -10.42 16.58 -7.22 0.0215
H -9.95 18.52 -8.02 -0.0240
H -12.79 18.27 -9.27 0.4241
H -11.20 18.58 -10.07 0.3824
H -13.30 20.06 -10.61 0.3388
H -11.83 20.77 -11.17 0.2933
H -13.09 21.68 -10.16 0.2759
H -12.63 18.46 -7.10 0.4559
H -11.50 18.01 -6.26 -0.3095

=====

# 2
157
Properties=species:S:1:pos:R:3:mulliken_charge:R:1 method="wB97M-V/def2-TZVPD" orbital_gap_ev=8.43 total_energy_ha=-2846.818076 charge=0 e_above_lowest_kcal_mol=18.47
C 5.32 1.76 -0.59 -1.1840
C 5.39 0.40 0.11 0.0654
C 5.63 0.44 1.59 -0.1328
O 5.38 -0.82 2.21 -0.3859
C 5.02 -0.82 3.56 -0.5440
N 4.10 -0.23 -0.21 -0.2296
H 5.52 1.54 -1.64 0.2891
H 6.10 2.49 -0.34 0.3720
H 4.34 2.17 -0.35 0.2327
H 6.24 -0.18 -0.25 0.4951
H 4.95 1.17 2.02 -0.3108
H 6.63 0.80 1.81 0.5436
H 5.78 -0.58 4.30 0.3366
H 4.65 -1.83 3.73 0.2617
H 4.22 -0.17 3.91 0.1068
H 3.47 0.51 0.08 -0.5435
H 3.95 -0.93 0.50 0.3033
C 0.80 1.39 -4.43 -0.6392
C 1.08 1.08 -5.91 0.0570
C 2.39 0.30 -5.97 -0.5123
O 2.80 0.16 -7.34 -0.3990
C 3.98 -0.72 -7.49 -0.7718
N 0.02 0.28 -6.43 -0.4937
H 1.73 1.72 -3.96 0.4528
H 0.79 0.43 -3.92 -0.4074
H -0.07 2.04 -4.28 0.3072
H 1.28 1.96 -6.52 0.4670
H 2.16 -0.74 -5.74 0.2063
H 3.17 0.66 -5.30 0.4006
H 4.78 -0.50 -6.78 0.3189
H 4.41 -0.53 -8.47 0.2748
H 3.74 -1.77 -7.35 0.2942
H -0.04 -0.67 -6.09 0.1896
H 0.33 0.09 -7.38 0.3828
C 0.71 5.02 0.89 -0.5094
C -0.26 6.12 0.44 0.2535
C -1.62 5.62 -0.06 -0.5572
O -1.43 5.00 -1.23 -0.2939
C -2.61 4.51 -1.95 -0.6592
N -0.52 7.10 1.53 -0.7949
H 0.36 4.52 1.80 0.0047
H 1.70 5.44 1.00 0.0513
H 0.67 4.24 0.13 0.1747
H 0.25 6.61 -0.38 0.4140
H -2.25 6.50 -0.21 0.3255
H -2.03 4.98 0.72 0.2403
H -3.33 3.96 -1.34 0.3719
H -2.16 3.86 -2.70 0.0216
H -3.09 5.39 -2.36 0.3998
H -1.16 6.56 2.09 0.2998
H -1.10 7.88 1.25 0.3028
C 0.51 -6.57 3.05 -1.4708
C 0.02 -5.11 2.63 0.5064
C -0.01 -4.08 3.76 0.0556
O -0.88 -4.55 4.76 -0.3669
C -1.12 -3.62 5.80 -0.7698
N 0.82 -4.69 1.46 -0.5824
H 0.39 -7.27 2.22 0.3921
H 0.03 -7.05 3.91 0.3200
H 1.57 -6.57 3.31 0.3530
H -1.00 -5.11 2.24 0.1589
H -0.11 -3.06 3.38 -0.3032
H 0.98 -3.90 4.18 0.4669
H -0.13 -3.49 6.23 0.4205
H -1.80 -4.07 6.52 0.2278
H -1.40 -2.59 5.57 0.2244
H 0.60 -3.71 1.36 0.0150
H 1.80 -4.60 1.69 0.3055
C -3.68 0.29 -3.55 -1.2660
C -2.91 -0.23 -2.28 1.9975
C -3.23 0.70 -1.08 -1.1219
O -2.46 0.35 0.09 0.5083
C -2.85 1.05 1.24 0.0605
N -3.44 -1.59 -2.10 -0.7794
H -3.41 -0.36 -4.38 -0.1267
H -3.30 1.26 -3.85 0.2777
H -4.73 0.39 -3.26 0.5268
H -1.84 -0.26 -2.45 -0.5052
H -4.31 0.63 -0.97 0.4733
H -3.05 1.76 -1.29 -0.1873
H -3.90 0.96 1.54 0.1207
H -2.58 2.07 0.95 0.0159
H -2.28 0.79 2.13 -0.2474
H -2.80 -2.14 -1.54 0.1240
H -3.35 -2.08 -2.98 0.2592
C -3.72 -2.71 2.96 -0.8005
C -4.78 -2.24 4.02 0.2981
C -4.66 -0.71 4.39 -0.6114
O -3.34 -0.44 4.75 -0.1501
C -3.03 0.93 4.76 -0.8385
N -6.16 -2.46 3.61 -0.7143
H -2.69 -2.47 3.24 -0.0896
H -3.86 -2.17 2.02 0.2661
H -3.78 -3.75 2.67 0.4520
H -4.58 -2.66 5.01 0.2185
H -5.34 -0.36 5.17 0.2863
H -4.93 -0.16 3.49 0.1727
H -3.57 1.56 4.05 0.3593
H -1.97 1.10 4.58 0.1600
H -3.37 1.21 5.75 0.4353
H -6.38 -1.76 2.91 0.2930
H -6.20 -3.33 3.11 0.3098
C 0.73 -0.20 3.06 -0.8391
C 1.59 1.00 2.59 2.7553
C 1.23 1.55 1.20 -0.7816
O 1.59 0.61 0.17 2.0689
C 1.01 0.88 -1.03 -0.2771
N 1.36 2.09 3.58 -0.5033
H 0.68 -0.95 2.27 -0.2593
H -0.30 0.05 3.31 -0.0339
H 1.11 -0.74 3.93 0.7011
H 2.65 0.75 2.59 -1.3811
H 1.68 2.51 0.96 0.0034
H 0.14 1.59 1.26 -0.3042
H 1.44 1.78 -1.47 0.3279
H -0.06 1.07 -1.04 0.0893
H 1.12 0.05 -1.73 -0.6651
H 1.65 1.83 4.51 0.3616
H 2.10 2.72 3.29 -0.1703
C -3.06 -1.71 -6.82 -1.2852
C -2.31 -3.07 -6.76 0.6077
C -1.74 -3.25 -5.34 -0.7761
O -0.65 -2.35 -5.11 -0.1542
C -0.22 -2.44 -3.75 -0.0700
N -3.29 -3.99 -7.12 -0.7004
H -4.02 -1.68 -6.30 0.3936
H -3.27 -1.38 -7.84 0.4712
H -2.48 -0.94 -6.30 0.0581
H -1.48 -3.09 -7.47 0.3065
H -1.46 -4.28 -5.13 0.3366
H -2.56 -2.98 -4.68 0.0703
H -1.00 -2.31 -2.99 0.0226
H 0.64 -1.80 -3.59 -0.4869
H 0.16 -3.45 -3.59 0.5513
H -3.62 -3.75 -8.05 0.2656
H -2.96 -4.94 -7.15 0.2225
O 4.32 2.35 4.83 -0.5882
H 3.52 2.55 5.32 0.2621
H 4.40 3.06 4.20 0.3929
O 2.28 2.78 6.82 -0.5950
H 2.44 2.58 7.75 0.2635
H 1.52 3.36 6.83 0.2801
O 3.70 4.18 2.94 -0.6078
H 3.67 5.03 3.37 0.2321
H 3.83 4.38 2.02 0.2348
O -1.22 2.99 3.39 -0.5533
H -0.40 2.51 3.54 0.1951
H -1.12 3.78 3.92 0.2287
O -0.87 -2.01 0.13 0.2316
H -1.47 -1.34 0.46 -0.3494
H -1.37 -2.82 0.17 0.1572
O 3.08 -1.35 -2.56 -0.6649
H 3.83 -1.02 -2.07 0.3964
H 2.51 -1.74 -1.89 0.3220
O 1.93 -2.23 0.01 -0.9030
H 2.12 -1.30 -0.05 -0.1754
H 0.98 -2.29 -0.06 0.3360